No. 1
Below is a molecular structure, C54H36I4N6SeW at a distorted geometry, with properties calculated with wB97M-V/def2-TZVPD.

```
102
Properties=species:S:1:pos:R:3:forces:R:3
W -0.074 0.484 0.342 0.726 -1.074 -0.414
I -1.474 7.873 -2.780 -0.014 0.044 -0.010
C -1.041 6.219 -1.585 0.001 -0.031 0.015
C 0.259 6.001 -1.161 0.062 -0.192 0.154
C 0.544 4.871 -0.398 0.186 0.271 -0.127
C -0.447 3.963 -0.052 0.160 -0.234 -0.062
C -1.748 4.217 -0.478 -0.239 0.165 -0.047
C -2.055 5.338 -1.238 0.074 -0.174 0.132
C -0.129 2.754 0.745 -0.274 -0.053 0.263
C 1.168 2.614 1.467 -0.409 0.212 0.259
C 1.774 3.289 2.560 0.217 0.143 0.197
C 2.257 2.296 3.390 -0.087 0.228 0.053
C 1.956 1.038 2.783 0.195 0.066 -0.034
C 1.963 -0.260 3.244 -0.020 -0.262 0.160
C 2.301 -0.566 4.659 0.090 0.108 -0.135
C 3.397 0.013 5.296 0.241 -0.011 -0.080
C 3.658 -0.226 6.638 -0.054 -0.003 -0.106
C 2.811 -1.060 7.356 0.023 0.016 -0.047
I 3.193 -1.428 9.368 0.013 -0.010 0.085
C 1.720 -1.656 6.744 -0.007 0.044 -0.160
C 1.471 -1.405 5.400 -0.122 -0.003 0.116
C 1.592 -1.318 2.385 0.350 -0.217 0.258
N 1.038 -1.217 1.118 -0.033 -0.007 -0.195
C 1.221 -2.434 0.521 0.153 -0.038 0.542
C 0.824 -2.788 -0.791 0.071 -0.224 -0.569
C 1.413 -4.039 -1.362 0.033 0.170 -0.077
C 2.798 -4.190 -1.462 0.095 -0.071 -0.074
C 3.364 -5.335 -2.012 -0.092 0.198 0.090
C 2.535 -6.356 -2.453 -0.043 0.030 0.027
I 3.367 -8.072 -3.289 0.035 -0.074 -0.029
C 1.157 -6.249 -2.334 -0.020 0.169 0.076
C 0.607 -5.093 -1.790 -0.029 -0.086 0.006
C -0.157 -2.108 -1.466 0.378 -0.616 0.296
C -0.771 -2.513 -2.711 0.063 -0.124 -0.306
C -1.978 -1.929 -2.765 -0.046 -0.189 -0.202
C -2.117 -1.127 -1.571 -0.065 0.016 0.126
N -0.929 -1.143 -0.864 -0.174 0.641 -0.078
C -3.315 -0.589 -1.127 -0.510 -0.380 -0.243
C -3.254 0.297 -0.039 -0.593 -0.055 -0.231
C -4.263 0.696 0.966 -0.317 -0.306 -0.310
C -3.639 1.360 1.946 0.137 0.156 0.111
C -2.237 1.451 1.537 0.310 0.309 0.400
N -2.111 0.839 0.274 -0.002 0.813 0.725
C -4.626 -1.073 -1.642 0.106 0.243 0.066
C -5.684 -0.181 -1.830 -0.048 0.099 -0.103
C -6.944 -0.616 -2.221 0.161 0.029 0.041
C -7.155 -1.969 -2.443 0.028 0.028 0.004
I -9.044 -2.641 -3.003 -0.071 -0.026 -0.037
C -6.119 -2.877 -2.287 0.172 0.065 0.029
C -4.868 -2.426 -1.883 -0.087 -0.095 0.040
C 1.864 -3.322 1.419 -0.034 -0.235 -0.278
C 2.064 -2.641 2.584 0.035 0.174 0.274
N 1.384 1.302 1.556 0.255 0.637 0.113
H 1.045 6.699 -1.419 -0.011 -0.040 -0.007
H 1.566 4.695 -0.069 -0.106 0.035 -0.069
H -2.541 3.524 -0.214 0.022 0.034 -0.044
H -3.071 5.517 -1.563 0.024 -0.021 0.001
H 1.802 4.359 2.735 -0.047 -0.236 -0.052
H 2.741 2.450 4.346 -0.086 -0.089 -0.159
H 4.090 0.625 4.725 -0.126 -0.038 0.073
H 4.515 0.231 7.116 -0.036 -0.049 -0.033
H 1.059 -2.303 7.306 0.020 0.022 -0.020
H 0.601 -1.845 4.927 0.034 0.017 0.009
H 3.449 -3.399 -1.102 -0.053 -0.042 -0.048
H 4.441 -5.423 -2.100 -0.089 0.006 0.021
H 0.514 -7.060 -2.653 0.018 0.034 0.004
H -0.469 -5.018 -1.676 0.070 -0.008 -0.025
H -0.335 -3.184 -3.438 -0.012 0.045 0.116
H -2.730 -2.033 -3.536 0.096 0.055 0.124
H -5.311 0.432 0.925 0.119 0.015 -0.058
H -4.058 1.783 2.850 0.080 -0.107 -0.142
H -5.511 0.882 -1.695 -0.029 -0.052 0.050
H -7.749 0.095 -2.357 0.047 -0.030 0.005
H -6.285 -3.932 -2.465 0.010 0.045 0.031
H -4.074 -3.146 -1.725 -0.029 -0.001 0.016
H 2.126 -4.349 1.198 -0.043 0.172 0.055
H 2.552 -2.996 3.481 -0.076 0.040 -0.121
C 3.824 0.151 -0.199 -0.146 -0.076 0.081
N 2.656 0.383 -1.041 0.005 -0.075 -0.174
C 2.830 -0.330 -2.313 -0.069 0.069 0.176
C 2.551 1.809 -1.346 -0.029 -0.127 -0.137
C 1.260 2.082 -2.057 0.081 -0.052 -0.087
C 1.264 2.897 -3.178 -0.008 0.039 -0.195
C 0.099 3.133 -3.901 0.117 0.064 -0.018
C -1.064 2.503 -3.501 -0.103 -0.020 -0.036
C -1.064 1.697 -2.367 0.004 0.049 -0.216
C 0.080 1.477 -1.602 -0.330 0.078 0.242
H 4.747 0.459 -0.714 0.019 -0.017 0.027
H 3.901 -0.909 0.051 -0.029 -0.020 0.002
H 3.733 0.720 0.727 0.000 -0.024 -0.030
H 3.722 0.043 -2.836 0.014 -0.016 -0.057
H 1.963 -0.181 -2.952 -0.040 0.013 -0.001
H 2.953 -1.391 -2.137 -0.007 -0.218 0.090
H 3.407 2.109 -1.963 0.057 0.155 -0.098
H 2.616 2.370 -0.420 0.015 0.101 0.233
H 2.199 3.353 -3.493 -0.072 -0.029 0.004
H 0.109 3.786 -4.769 0.015 -0.082 0.109
H -1.987 2.650 -4.057 0.109 -0.017 0.069
H -2.002 1.249 -2.077 -0.027 0.092 -0.038
Se -1.564 3.776 3.204 0.081 -0.235 -0.105
C -1.117 2.439 1.862 -0.256 0.190 0.098
N -1.004 1.048 2.225 -0.173 0.064 -0.373
```
Forces are in eV/Å.

Output
multiplicity: 3
HOMO-LUMO gap (alpha / beta): 5.0347 / 5.2698 eV
molar mass: 1539.34 g mol⁻¹
maximum force: 1.36 eV Å⁻¹

Atom charges from the Mulliken analysis, given in e for atoms 1 to 4:
1 W 3.36
2 I 0.07
3 C -0.28
4 C -0.86

No. 2
Below is a molecular structure, C54H38N2O2PmS4 at a distorted geometry, with properties calculated with wB97M-V/def2-TZVPD.

```
101
Properties=species:S:1:pos:R:3:forces:R:3
Pm -0.455 1.229 0.051 -0.218 1.786 0.469
C -5.931 -5.347 -1.319 -0.009 0.012 0.052
C -4.901 -4.334 -0.920 -0.050 -0.055 -0.087
C -4.748 -3.943 0.407 0.058 0.084 0.029
C -3.801 -2.993 0.765 -0.085 -0.112 -0.150
C -2.992 -2.468 -0.235 -0.206 0.061 -0.042
C -3.122 -2.822 -1.578 -0.150 -0.106 0.122
C -4.084 -3.754 -1.902 0.032 0.050 0.016
S -1.790 -1.304 0.236 0.334 -0.651 -0.300
O -1.700 -0.250 -0.917 -0.662 -0.902 -0.024
C -0.236 -2.216 0.192 -0.168 -0.095 -0.073
C -0.206 -3.178 1.231 0.182 0.033 -0.068
C 0.880 -3.987 1.363 0.063 0.031 -0.011
C 1.971 -3.886 0.464 -0.045 -0.128 0.108
C 3.079 -4.762 0.567 -0.019 0.058 -0.014
C 4.101 -4.694 -0.334 -0.023 0.081 -0.046
C 4.066 -3.736 -1.373 0.045 -0.076 0.030
C 3.025 -2.863 -1.481 -0.086 0.024 0.033
C 1.942 -2.914 -0.562 0.055 0.068 -0.102
C 0.820 -2.033 -0.675 0.100 -0.015 0.011
C 0.864 -1.040 -1.798 -0.131 -0.089 -0.141
C 0.365 -1.460 -3.064 -0.061 -0.017 -0.001
C -0.078 -2.791 -3.287 0.007 0.012 0.041
C -0.501 -3.179 -4.523 -0.039 0.023 -0.137
C -0.534 -2.265 -5.604 0.039 -0.010 0.117
C -0.122 -0.977 -5.422 0.007 -0.044 0.101
C 0.349 -0.552 -4.157 0.022 0.184 -0.149
C 0.813 0.774 -3.976 -0.114 0.005 0.084
C 1.335 1.170 -2.780 0.124 -0.016 0.040
C 1.405 0.239 -1.702 0.317 -0.286 -0.010
S 2.273 0.903 -0.277 0.235 0.032 0.205
O 1.415 0.378 0.923 0.031 0.287 -0.151
C 3.841 0.228 -0.034 0.254 -0.445 -0.050
C 4.916 0.818 -0.690 0.070 -0.145 0.077
C 6.172 0.273 -0.489 -0.001 0.010 -0.003
C 6.358 -0.810 0.372 0.005 -0.083 0.067
C 7.720 -1.386 0.616 0.004 0.043 -0.061
C 5.252 -1.351 1.036 -0.059 0.059 -0.027
C 3.982 -0.853 0.834 0.248 0.059 0.037
H -6.480 -5.724 -0.460 0.009 -0.006 0.000
H -5.460 -6.189 -1.826 0.002 -0.014 -0.005
H -6.645 -4.908 -2.017 -0.002 0.006 -0.016
H -5.384 -4.375 1.166 -0.010 -0.010 0.036
H -3.705 -2.678 1.796 0.030 0.035 0.056
H -2.513 -2.363 -2.342 0.052 0.024 0.000
H -4.220 -4.038 -2.938 -0.007 -0.020 -0.025
H -1.036 -3.273 1.918 -0.067 0.012 0.001
H 0.916 -4.722 2.155 -0.008 -0.034 0.017
H 3.093 -5.498 1.360 -0.016 -0.028 0.025
H 4.934 -5.379 -0.263 0.036 -0.023 -0.008
H 4.873 -3.699 -2.091 0.026 -0.001 -0.010
H 3.023 -2.134 -2.281 0.001 0.000 -0.018
H -0.055 -3.511 -2.480 0.013 0.016 0.014
H -0.812 -4.202 -4.688 -0.001 -0.026 -0.002
H -0.874 -2.594 -6.575 -0.022 -0.029 -0.028
H -0.133 -0.271 -6.241 0.001 0.021 -0.027
H 0.765 1.469 -4.804 0.001 0.001 -0.030
H 1.734 2.173 -2.660 0.035 -0.079 0.017
H 4.791 1.682 -1.330 -0.057 0.035 -0.045
H 7.027 0.703 -0.991 0.020 0.034 -0.020
H 8.474 -0.933 -0.024 -0.004 0.005 0.002
H 7.717 -2.461 0.438 0.009 -0.021 0.007
H 8.014 -1.230 1.655 0.010 0.001 0.020
H 5.392 -2.176 1.723 0.025 -0.024 0.015
H 3.129 -1.262 1.355 0.004 0.008 -0.005
S 4.255 4.899 0.903 0.036 -0.379 -0.196
C 5.375 6.119 1.275 0.049 0.145 0.067
C 4.786 7.162 1.921 -0.018 -0.045 -0.017
C 3.399 6.957 2.112 -0.041 0.163 0.082
C 2.953 5.768 1.608 -0.238 -0.026 0.025
C 1.588 5.238 1.641 0.404 -0.063 -0.156
C 1.276 4.028 1.006 0.168 -0.164 -0.213
N 0.086 3.443 1.011 -0.031 0.284 0.195
C -0.921 4.054 1.697 -0.029 -0.070 -0.032
C -0.728 5.296 2.303 -0.168 0.266 0.183
C -1.832 5.949 2.960 0.051 -0.083 -0.061
C -3.045 5.368 3.013 0.069 -0.099 -0.074
C -3.256 4.062 2.444 -0.124 0.118 0.159
C -4.500 3.417 2.524 0.055 0.245 0.061
C -4.683 2.158 1.997 -0.079 -0.317 -0.076
C -3.547 1.567 1.418 -0.157 -0.153 -0.093
N -2.361 2.147 1.312 0.026 0.047 -0.030
C -2.199 3.404 1.811 -0.026 0.041 -0.029
C -5.957 1.429 2.026 0.442 0.136 -0.075
C -6.242 0.215 1.458 -0.186 -0.069 0.008
C -7.583 -0.189 1.674 0.146 0.143 0.035
C -8.281 0.730 2.400 0.040 -0.002 -0.028
S -7.328 2.076 2.817 -0.210 0.027 0.124
C 0.547 5.878 2.269 -0.245 0.077 0.130
H 6.411 6.009 1.004 0.055 -0.023 -0.027
H 5.325 8.037 2.245 -0.001 0.062 0.031
H 2.760 7.674 2.605 0.009 0.062 0.022
H 2.057 3.516 0.453 -0.061 0.043 0.013
H -1.663 6.920 3.404 0.003 0.034 0.019
H -3.876 5.862 3.496 -0.035 0.013 0.021
H -5.319 3.939 3.006 -0.006 -0.009 -0.005
H -3.631 0.564 1.016 0.011 0.056 -0.006
H -5.540 -0.374 0.886 0.036 -0.037 -0.043
H -8.011 -1.107 1.306 -0.033 -0.060 -0.021
H -9.311 0.687 2.710 -0.065 -0.001 0.018
H 0.701 6.831 2.756 -0.032 0.030 0.026
```
Forces are in eV/Å.

Output
multiplicity: 5
HOMO-LUMO gap (alpha / beta): 5.7721 / 6.1887 eV
net charge: +3
molar mass: 1020.18 g mol⁻¹
maximum force: 1.86 eV Å⁻¹

Atom charges from the Mulliken analysis, given in e for atoms 1 to 4:
1 Pm 1.60
2 C -1.56
3 C 1.00
4 C -0.99